This record from OMol25 describes a cluster of 2 separate species, C6H17N3 in total in a non-equilibrium geometry. The level of theory is the ωB97M-V functional and the def2-TZVPD basis.

```
! wB97M-V def2-TZVPD RIJCOSX def2/J DEFGRID3
* xyz 0 1
C -0.211 1.894 -0.934
N 0.117 0.479 -0.839
C -1.020 -0.401 -0.588
C -1.623 -0.218 0.817
N -2.834 0.606 0.732
N -1.925 -1.519 1.380
H 0.670 2.426 -1.289
H -0.487 2.278 0.049
H -1.037 2.088 -1.633
H 0.654 0.205 -1.711
H -1.817 -0.251 -1.331
H -0.656 -1.425 -0.666
H -0.850 0.230 1.463
H -2.656 1.477 0.248
H -3.176 0.832 1.661
H -2.665 -1.956 0.839
H -2.259 -1.427 2.334
C 2.837 -0.096 -1.308
C 2.230 -0.012 -0.078
C 2.025 -1.227 0.777
H 3.335 0.767 -1.729
H 3.123 -1.066 -1.692
H 2.305 0.913 0.485
H 2.112 -2.141 0.194
H 1.041 -1.214 1.244
H 2.766 -1.243 1.576
*
```

Computed properties:
frontier orbital gap: 0.3180 Ha
ΔE to the lowest compared entry with this formula, charge and spin: 2.0502 eV
structure (SMILES): CNCC(N)N.C=CC
E: -402.9988 a.u.

---

This record from OMol25 describes an isolated molecule of C6H17N3 in a non-equilibrium geometry. The level of theory is the ωB97M-V functional and the def2-TZVPD basis.

```
! wB97M-V def2-TZVPD RIJCOSX def2/J DEFGRID3
* xyz 0 1
C -2.117 0.444 0.432
C -1.155 -0.671 0.044
C -1.363 -1.148 -1.380
C 0.229 -0.576 0.610
N 0.938 -1.808 0.497
N 0.252 -0.086 1.946
C 0.953 0.584 -0.553
C 0.745 2.026 -0.118
N 2.373 0.221 -0.563
H -2.148 1.203 -0.346
H -3.120 0.036 0.553
H -1.839 0.933 1.361
H -1.515 -1.648 0.735
H -1.846 -0.415 -2.026
H -2.000 -2.032 -1.395
H -0.500 -1.424 -1.985
H 1.066 -2.048 -0.487
H 1.879 -1.727 0.867
H -0.444 -0.556 2.512
H 1.183 -0.130 2.338
H 0.627 0.491 -1.595
H -0.232 2.404 -0.408
H 0.900 2.124 0.955
H 1.468 2.688 -0.607
H 2.752 0.352 -1.494
H 2.913 0.764 0.106
*
```

Computed properties:
frontier orbital gap: 0.3418 Ha
ΔE to the lowest compared entry with this formula, charge and spin: 1.2279 eV
structure (SMILES): CC(C)C(N)(N)[C@@H](C)N
E: -403.0290 a.u.

---

This record from OMol25 describes a structure of composition C6H17N3 in a non-equilibrium geometry. The level of theory is the ωB97M-V functional and the def2-TZVPD basis.

```
! wB97M-V def2-TZVPD RIJCOSX def2/J DEFGRID3
* xyz 2 1
C -10.086 -11.434 0.456
C -9.324 -12.465 2.453
C 9.729 11.495 -2.254
C 9.221 8.981 -2.233
C 9.171 10.285 -0.151
C 9.529 10.243 -1.524
N -10.202 -12.322 1.514
N -10.443 -9.713 1.334
N -9.796 -9.501 2.427
H -9.147 -11.095 0.312
H -10.779 -11.339 -0.308
H -9.725 -13.015 3.321
H -8.316 -12.122 2.447
H 10.386 12.208 -1.689
H 9.988 11.309 -3.314
H 8.629 11.839 -2.258
H 9.145 8.143 -1.485
H 9.875 8.653 -3.053
H 8.221 9.087 -2.722
H 8.809 11.285 0.106
H 8.559 9.587 0.354
H 10.082 10.289 0.327
H -11.053 -12.742 1.702
H -10.016 -9.230 0.507
H -11.377 -10.055 1.385
H -10.279 -9.876 3.236
*
```

Computed properties:
frontier orbital gap: 0.2389 Ha
ΔE to the lowest compared entry with this formula, charge and spin: 2.6067 eV
E: -402.3125 a.u.

---

This record from OMol25 describes an isolated molecule of C6H17N4OP in a non-equilibrium geometry. The level of theory is the ωB97M-V functional and the def2-TZVPD basis.

```
! wB97M-V def2-TZVPD RIJCOSX def2/J DEFGRID3
* xyz 0 1
C -2.324 0.706 -0.545
N -1.261 0.926 0.438
C -1.446 1.863 1.567
P 0.085 -0.020 0.448
N -0.487 -1.539 -0.294
C 0.627 -2.385 -0.761
C -1.306 -2.331 0.664
N 0.991 -0.001 1.745
O 2.305 -0.306 1.203
C 2.661 0.543 0.173
N 1.604 0.448 -0.795
C 1.610 1.671 -1.672
H -2.191 -0.198 -0.964
H -3.415 0.599 -0.261
H -2.183 1.529 -1.277
H -0.830 1.461 2.375
H -0.920 2.883 1.388
H -2.618 1.811 1.830
H 0.428 -3.074 -1.533
H 1.377 -1.644 -1.109
H 0.892 -3.117 -0.054
H -0.829 -3.118 1.217
H -1.665 -1.733 1.372
H -2.076 -2.654 0.011
H 3.669 0.165 -0.356
H 2.693 1.515 0.690
H 0.881 1.597 -2.457
H 1.150 2.395 -0.994
H 2.582 2.009 -2.049
*
```

Computed properties:
frontier orbital gap: 0.3144 Ha
ΔE to the lowest compared entry with this formula, charge and spin: 0.0000 eV
structure (SMILES): CN(C)P1(N(C)C)=NOCN1C
E: -874.2293 a.u.

---

This record from OMol25 describes a structure of composition C6H18F2K3NO12P2S2 in a non-equilibrium geometry. The level of theory is the ωB97M-V functional and the def2-TZVPD basis.

```
! wB97M-V def2-TZVPD RIJCOSX def2/J DEFGRID3
* xyz 2 1
K -0.431 2.009 -5.288
K -0.164 -1.375 -4.594
K -0.253 -2.432 0.665
N -0.374 0.865 -2.842
S -1.729 0.751 -1.875
O -2.218 1.968 -1.364
O -1.843 -0.447 -1.109
F -2.682 0.472 -3.147
S 0.677 0.898 -1.648
O 1.007 -0.370 -1.048
O 0.747 2.047 -0.824
F 1.922 1.159 -2.638
C -4.286 -1.234 1.217
O -4.195 0.185 1.284
P -5.452 0.967 1.875
O -6.744 0.658 1.279
O -5.426 0.666 3.454
C -4.151 0.696 4.116
O -4.943 2.450 1.746
C -5.713 3.539 2.293
H -4.256 -1.741 2.176
H -3.608 -1.539 0.412
H -5.212 -1.491 0.682
H -4.340 0.716 5.187
H -3.594 1.586 3.828
H -3.624 -0.237 3.913
H -4.980 4.296 2.555
H -6.306 3.235 3.151
H -6.365 3.936 1.518
C 3.674 -2.609 -1.883
O 4.829 -2.679 -1.067
P 5.892 -1.472 -1.156
O 6.761 -1.543 -2.323
O 4.934 -0.200 -1.110
C 5.247 0.979 -1.852
O 6.621 -1.528 0.226
C 6.202 -2.206 1.413
H 3.756 -1.852 -2.666
H 2.800 -2.357 -1.275
H 3.533 -3.586 -2.347
H 6.308 1.220 -1.786
H 4.708 1.836 -1.458
H 4.999 0.815 -2.902
H 5.372 -2.857 1.153
H 5.883 -1.471 2.157
H 7.021 -2.728 1.901
*
```

Computed properties:
frontier orbital gap: 0.2464 Ha
E: -4675.3731 a.u.

---

Q: Which of these has the lowest frontier orbital gap?
A: number 3